73
Properties=species:S:1:pos:R:3:mulliken_charge:R:1 method="wB97M-V/def2-TZVPD" lumo_energy_ev=-2.52 e_above_lowest_kj_mol=144.7
Tl 0.22157 -0.15697 -0.04942 0.851
C -2.53586 -2.24461 0.10835 -1.106
C -3.20725 -0.90758 0.03600 0.813
C -4.59293 -0.85435 -0.08750 -0.903
C -5.22485 0.36496 -0.13269 -0.648
C -4.45402 1.50948 -0.04457 -0.668
C -3.07133 1.40616 0.08113 0.020
N -2.45646 0.20692 0.12428 0.329
Sb -2.26597 3.44308 0.28028 0.786
C -0.74034 3.47831 1.84197 0.091
C -0.71625 4.69618 2.51433 -0.814
C 0.15889 4.86608 3.57403 -0.560
C 0.96163 3.80306 3.93456 -0.740
C 0.88726 2.61200 3.21448 0.620
C 1.75311 1.45625 3.61571 -0.973
N 0.04995 2.46246 2.17840 0.335
C -0.99520 3.82888 -1.44614 0.218
C -0.95990 5.16071 -1.84469 -0.707
C -0.25115 5.50036 -2.98430 -0.553
C 0.37650 4.49549 -3.69073 -0.540
C 0.29186 3.18005 -3.23746 0.500
C 0.92785 2.07499 -4.01351 -1.031
N -0.38078 2.86291 -2.11967 0.115
H -3.07969 -2.97614 -0.48740 0.509
H -2.51318 -2.58675 1.14464 0.222
H -1.51174 -2.19426 -0.25113 -0.178
H -5.16319 -1.77130 -0.15070 0.471
H -6.30076 0.42985 -0.23294 0.398
H -4.91620 2.48766 -0.08272 0.398
H -1.38423 5.49275 2.21051 0.396
H 0.20210 5.80249 4.11555 0.406
H 1.64501 3.88568 4.76960 0.438
H 2.74086 1.80676 3.91420 0.433
H 1.85736 0.75587 2.79378 -0.171
H 1.30598 0.92681 4.45996 0.297
H -1.48964 5.91155 -1.27159 0.380
H -0.20702 6.52759 -3.32334 0.407
H 0.92521 4.71556 -4.59691 0.350
H 1.61053 2.46727 -4.76716 0.365
H 0.15877 1.47530 -4.49976 0.258
H 1.47240 1.40544 -3.35086 0.085
C 0.86684 -4.42619 -5.00290 -1.025
C 1.68402 -3.23344 -4.51302 -0.533
N 1.99380 -3.31468 -3.10186 -0.184
C 1.21377 -2.87450 -2.09004 0.251
S -0.25430 -2.05564 -2.42587 -0.393
N 1.69103 -3.17653 -0.88720 -1.384
N 1.04687 -2.72312 0.17317 1.035
C 1.31032 -3.21197 1.34176 0.485
C 2.32548 -4.30040 1.54846 -1.831
C 0.52537 -2.70657 2.47280 0.667
C 0.64148 -3.28145 3.74702 -0.958
C -0.19512 -2.86088 4.76291 -0.578
C -1.11302 -1.84943 4.51548 -0.923
C -1.12696 -1.29267 3.24797 -0.500
N -0.34554 -1.70487 2.26000 0.636
H 0.62877 -4.30967 -6.06142 0.373
H -0.06586 -4.48551 -4.44286 0.245
H 1.41972 -5.35685 -4.86787 0.311
H 1.12198 -2.31676 -4.68339 0.212
H 2.62803 -3.16866 -5.05826 0.389
H 2.79289 -3.86116 -2.82050 0.280
H 2.68871 -4.61555 0.57452 0.361
H 1.89369 -5.15886 2.06531 0.397
H 3.17444 -3.92959 2.13002 0.308
H 1.37718 -4.05027 3.93338 0.451
H -0.13534 -3.31923 5.74199 0.419
H -1.78398 -1.49712 5.28667 0.430
H -1.79711 -0.47191 3.00739 0.412
Se 3.32243 1.05624 0.41758 0.231
Se 4.11824 -0.93835 0.88000 -0.181
Se 5.05185 -0.07774 -2.66973 -0.253
Se 4.17139 1.70635 -1.72809 -0.053